No. 1
{"formula": "C41H68O36", "method": "the ωB97M-V functional and the def2-TZVPD basis", "species": ["C", "C", "O", "C", "O", "O", "H", "H", "H", "H", "C", "C", "O", "C", "O", "O", "H", "H", "H", "H", "C", "C", "O", "C", "O", "O", "H", "H", "H", "H", "C", "C", "O", "C", "O", "O", "H", "H", "H", "H", "C", "C", "O", "C", "O", "O", "H", "H", "H", "H", "C", "C", "O", "C", "O", "O", "H", "H", "H", "H", "C", "C", "O", "C", "O", "O", "H", "H", "H", "H", "C", "C", "O", "C", "O", "O", "C", "H", "H", "H", "H", "H", "H", "H", "H", "C", "C", "O", "C", "O", "O", "C", "H", "H", "H", "H", "H", "H", "H", "H", "C", "C", "O", "C", "O", "O", "C", "H", "H", "H", "H", "H", "H", "H", "H", "C", "C", "O", "C", "O", "O", "C", "H", "H", "H", "H", "H", "H", "H", "H", "C", "C", "O", "C", "O", "O", "C", "H", "H", "H", "H", "H", "H", "H", "H"], "xyz": [[0.66, -0.76, -1.02], [-0.72, -0.16, -1.16], [-0.89, 0.43, 0.14], [0.33, 0.76, 0.63], [0.52, 1.51, 1.53], [1.28, 0.06, 0.00], [1.24, -0.66, -1.93], [0.67, -1.78, -0.65], [-1.53, -0.88, -1.23], [-0.72, 0.63, -1.91], [0.70, -4.35, 3.12], [-0.68, -4.41, 3.78], [-1.51, -3.66, 2.87], [-0.81, -3.29, 1.82], [-1.24, -2.58, 0.95], [0.45, -3.75, 1.87], [1.12, -5.35, 3.09], [1.38, -3.74, 3.73], [-0.72, -3.86, 4.72], [-1.03, -5.43, 3.84], [-2.62, 5.40, -4.23], [-2.76, 4.35, -5.32], [-2.78, 3.13, -4.58], [-2.42, 3.34, -3.30], [-2.11, 2.52, -2.50], [-2.38, 4.68, -3.05], [-3.52, 6.01, -4.15], [-1.80, 6.11, -4.40], [-2.07, 4.31, -6.16], [-3.76, 4.51, -5.71], [3.24, 3.30, 2.53], [3.64, 2.47, 1.30], [4.17, 1.28, 1.90], [4.33, 1.43, 3.23], [4.77, 0.58, 3.96], [3.91, 2.64, 3.57], [2.16, 3.28, 2.73], [3.50, 4.35, 2.40], [4.45, 2.90, 0.70], [2.86, 2.11, 0.62], [-3.25, 2.66, -0.71], [-3.06, 1.60, 0.39], [-2.57, 2.33, 1.50], [-2.07, 3.50, 1.05], [-1.41, 4.27, 1.67], [-2.46, 3.74, -0.22], [-4.30, 2.89, -0.87], [-2.84, 2.34, -1.66], [-2.41, 0.80, 0.03], [-4.01, 1.14, 0.66], [-0.25, 2.64, 4.59], [-0.46, 4.15, 4.82], [0.82, 4.62, 5.22], [1.61, 3.57, 5.53], [2.68, 3.64, 6.05], [1.05, 2.41, 5.15], [-0.28, 2.32, 3.55], [-0.97, 2.06, 5.15], [-1.17, 4.30, 5.63], [-0.78, 4.61, 3.88], [1.45, 1.28, -4.85], [1.25, 2.68, -5.39], [1.37, 3.52, -4.25], [1.36, 2.80, -3.12], [1.31, 3.24, -2.01], [1.39, 1.48, -3.41], [2.45, 0.93, -5.08], [0.71, 0.51, -5.05], [0.27, 2.97, -5.79], [2.03, 2.98, -6.10], [-0.58, -4.88, -1.56], [-0.46, -6.04, -0.57], [0.70, -6.81, -0.79], [0.81, -7.71, -1.77], [1.80, -8.25, -2.10], [-0.44, -7.89, -2.29], [-0.57, -8.82, -3.36], [0.24, -4.17, -1.38], [-1.49, -4.29, -1.52], [-0.33, -5.21, -2.57], [-1.38, -6.62, -0.54], [-0.30, -5.62, 0.43], [0.02, -9.71, -3.15], [-0.38, -8.41, -4.35], [-1.61, -9.15, -3.33], [5.39, 3.23, -6.92], [6.37, 2.96, -5.82], [5.89, 3.10, -4.49], [5.21, 2.10, -3.96], [4.92, 1.09, -4.56], [4.82, 2.40, -2.74], [4.63, 1.32, -1.84], [4.59, 2.48, -6.88], [5.90, 3.05, -7.86], [4.91, 4.21, -6.92], [7.26, 3.60, -5.82], [6.80, 1.96, -5.96], [4.27, 1.83, -0.95], [5.56, 0.77, -1.71], [3.77, 0.69, -2.08], [-4.49, 0.35, -4.92], [-3.14, -0.11, -4.35], [-2.88, -1.37, -4.94], [-1.75, -2.00, -4.63], [-0.86, -1.63, -3.91], [-1.72, -3.12, -5.36], [-0.61, -3.98, -5.23], [-5.28, -0.39, -4.73], [-4.54, 0.40, -6.01], [-4.77, 1.31, -4.51], [-3.21, -0.04, -3.27], [-2.37, 0.62, -4.62], [0.33, -3.42, -5.21], [-0.45, -4.62, -6.09], [-0.66, -4.67, -4.39], [1.18, -3.35, 8.68], [-0.01, -3.22, 7.76], [0.04, -2.05, 6.94], [0.93, -1.98, 5.97], [1.76, -2.81, 5.69], [0.68, -0.91, 5.23], [1.47, -0.72, 4.07], [2.13, -3.38, 8.14], [1.14, -4.27, 9.25], [1.21, -2.52, 9.38], [-0.96, -3.17, 8.27], [-0.08, -4.12, 7.13], [1.45, -1.59, 3.42], [2.52, -0.61, 4.37], [1.19, 0.19, 3.55], [-1.49, -0.08, 3.01], [-2.35, -0.31, 4.26], [-3.66, 0.21, 4.08], [-3.95, 1.45, 4.44], [-3.13, 2.27, 4.76], [-5.27, 1.57, 4.47], [-5.75, 2.88, 4.67], [-0.68, -0.81, 3.03], [-1.07, 0.91, 3.13], [-2.01, -0.09, 2.06], [-1.85, 0.08, 5.15], [-2.37, -1.38, 4.45], [-6.82, 3.01, 4.50], [-5.32, 3.51, 3.88], [-5.61, 3.26, 5.68]], "mulliken_charge": [-0.044, -0.203, 0.812, -0.534, -0.222, -0.344, 0.240, -0.193, 0.309, 0.062, -0.327, 0.032, -0.415, 0.882, -0.546, -0.368, 0.423, 0.088, -0.087, 0.327, -0.420, -0.479, -0.324, 0.208, 0.388, -0.351, 0.283, 0.305, 0.356, 0.279, 0.323, 0.204, -0.348, 0.687, -0.601, -0.309, -0.338, 0.430, 0.521, -0.504, 0.649, 0.409, 0.260, 0.263, -0.607, -0.369, 0.353, -0.929, -0.559, 0.443, 1.073, -0.087, -0.390, 0.473, -0.570, -0.247, -0.828, 0.059, 0.262, 0.168, -0.038, -0.154, -0.449, 0.659, -0.619, 0.056, 0.252, -0.058, 0.051, 0.279, -0.507, -0.067, -0.404, 0.665, -0.533, -0.321, -0.745, 0.251, 0.632, -0.209, 0.279, -0.009, 0.320, 0.269, 0.285, -0.953, -0.275, -0.401, 0.816, -0.622, -0.314, 0.033, 0.198, 0.373, 0.292, 0.374, 0.305, -0.432, 0.485, 0.129, -1.681, 0.923, -0.302, 0.661, -0.292, -0.417, -0.490, 0.406, 0.368, 0.370, -0.055, -0.041, 0.247, 0.335, 0.133, -1.166, -0.172, -0.308, 0.375, -0.656, 0.205, -0.160, 0.315, 0.389, 0.299, 0.373, 0.221, -0.084, 0.562, -0.156, 1.324, -1.038, -0.420, 0.802, -0.536, -0.387, -0.602, -1.083, -0.274, 0.580, 0.516, 0.222, 0.258, 0.245, 0.269], "lumo_energy_ev": -0.1, "homo_ev": -8.857, "de_lowest_kcal_mol": 108.2, "total_energy_ha": -4311.6673}

No. 2
{"formula": "C41H69F24N4O6", "method": "the ωB97M-V functional and the def2-TZVPD basis", "species": ["C", "C", "C", "C", "C", "C", "C", "C", "N", "C", "C", "C", "C", "C", "C", "C", "C", "C", "C", "C", "O", "C", "C", "N", "N", "O", "C", "C", "N", "C", "C", "C", "O", "H", "H", "H", "H", "H", "H", "H", "H", "H", "H", "H", "H", "H", "H", "H", "H", "H", "H", "H", "H", "H", "H", "H", "H", "H", "H", "H", "H", "H", "H", "H", "H", "H", "H", "H", "H", "H", "H", "H", "H", "H", "H", "H", "H", "H", "H", "H", "H", "H", "H", "H", "H", "H", "H", "H", "H", "H", "C", "C", "C", "F", "F", "F", "F", "O", "C", "C", "F", "F", "F", "F", "H", "H", "H", "H", "C", "C", "C", "F", "F", "F", "F", "O", "C", "C", "F", "F", "F", "F", "H", "H", "H", "H", "C", "C", "C", "F", "F", "F", "F", "O", "C", "C", "F", "F", "F", "F", "H", "H", "H", "H"], "xyz": [[-10.99, 0.10, -5.35], [-9.57, 0.68, -5.37], [-8.66, 0.17, -4.24], [-8.25, 1.25, -3.23], [-6.74, 1.32, -3.02], [-6.30, 2.63, -2.35], [-5.70, 2.41, -0.97], [-5.20, 3.71, -0.34], [-3.73, 3.72, -0.21], [-3.25, 3.98, 1.20], [-2.95, 2.68, 1.94], [-1.64, 2.73, 2.75], [-0.90, 1.39, 2.74], [-0.32, 1.02, 4.10], [0.92, 1.83, 4.45], [1.53, 1.42, 5.78], [2.39, 0.14, 5.76], [2.92, -0.27, 4.39], [3.99, -1.34, 4.55], [3.46, -2.64, 5.14], [3.44, -2.67, 6.55], [4.72, -2.78, 7.13], [-3.21, 4.75, -0.94], [-3.63, 6.06, -0.77], [-2.28, 4.49, -1.80], [-1.80, 3.23, -1.94], [-2.15, 2.72, -3.27], [-2.30, 1.21, -3.12], [-1.74, 0.50, -4.26], [-0.97, -0.69, -3.89], [-1.78, -1.77, -3.18], [-3.19, -1.93, -3.73], [-1.79, -1.57, -1.76], [-11.72, 0.81, -4.99], [-11.32, -0.19, -6.34], [-11.07, -0.78, -4.73], [-9.67, 1.76, -5.33], [-9.13, 0.46, -6.33], [-7.80, -0.31, -4.70], [-9.20, -0.59, -3.70], [-8.75, 1.08, -2.28], [-8.55, 2.22, -3.61], [-6.30, 1.29, -4.01], [-6.38, 0.48, -2.44], [-7.14, 3.32, -2.31], [-5.51, 3.08, -2.96], [-4.91, 1.68, -1.06], [-6.49, 1.98, -0.35], [-5.57, 4.51, -0.97], [-5.69, 3.85, 0.62], [-3.94, 4.63, 1.73], [-2.32, 4.53, 1.11], [-2.95, 1.84, 1.27], [-3.75, 2.53, 2.65], [-1.87, 3.07, 3.75], [-1.00, 3.47, 2.27], [-1.62, 0.63, 2.48], [-0.09, 1.42, 2.02], [-0.18, -0.04, 4.23], [-1.06, 1.32, 4.84], [1.63, 1.85, 3.63], [0.57, 2.85, 4.56], [0.70, 1.24, 6.45], [2.05, 2.27, 6.21], [3.26, 0.33, 6.37], [1.90, -0.69, 6.23], [2.16, -0.66, 3.72], [3.42, 0.58, 3.94], [4.43, -1.59, 3.59], [4.82, -0.99, 5.16], [4.02, -3.50, 4.78], [2.44, -2.77, 4.79], [4.71, -3.47, 7.97], [5.04, -1.81, 7.51], [5.46, -3.13, 6.41], [-2.88, 6.69, -1.03], [-4.43, 6.26, -1.36], [-1.89, 5.24, -2.35], [-1.36, 2.99, -3.96], [-3.08, 3.18, -3.55], [-3.37, 1.02, -3.07], [-1.80, 0.95, -2.19], [-1.18, 1.12, -4.82], [-0.10, -0.39, -3.31], [-0.60, -1.12, -4.82], [-1.26, -2.70, -3.32], [-3.48, -1.14, -4.41], [-3.94, -1.94, -2.95], [-3.24, -2.86, -4.27], [-2.51, -0.98, -1.53], [9.35, 1.93, 6.58], [8.47, 2.43, 5.42], [6.98, 2.15, 5.53], [6.75, 0.82, 5.55], [6.34, 2.67, 4.45], [8.94, 1.95, 4.25], [8.61, 3.79, 5.38], [10.00, 0.70, 6.35], [9.33, -0.46, 6.65], [9.09, -1.30, 5.40], [8.34, -0.59, 4.53], [8.41, -2.43, 5.72], [8.17, -0.21, 7.29], [10.11, -1.17, 7.50], [10.15, 2.65, 6.67], [8.83, 1.94, 7.53], [6.55, 2.60, 6.43], [10.03, -1.58, 4.92], [6.62, 2.00, -0.19], [5.97, 0.67, 0.21], [6.56, -0.03, 1.42], [7.86, -0.36, 1.22], [5.88, -1.17, 1.67], [5.96, -0.17, -0.86], [4.66, 0.94, 0.51], [7.57, 1.94, -1.24], [8.87, 1.63, -0.93], [9.31, 0.34, -1.61], [8.54, -0.69, -1.20], [10.59, 0.07, -1.28], [9.06, 1.58, 0.40], [9.64, 2.64, -1.41], [5.82, 2.61, -0.59], [7.01, 2.54, 0.67], [6.49, 0.61, 2.31], [9.22, 0.43, -2.70], [-3.81, -6.87, -4.70], [-4.99, -7.76, -5.13], [-4.65, -8.94, -6.04], [-4.13, -8.52, -7.22], [-5.79, -9.62, -6.31], [-5.94, -6.99, -5.70], [-5.52, -8.28, -3.99], [-3.63, -5.67, -5.43], [-2.88, -5.71, -6.59], [-3.72, -5.30, -7.80], [-4.75, -6.15, -7.96], [-2.95, -5.35, -8.91], [-2.30, -6.91, -6.76], [-1.88, -4.80, -6.44], [-4.05, -6.54, -3.69], [-2.88, -7.44, -4.61], [-3.94, -9.62, -5.56], [-4.10, -4.29, -7.67]], "mulliken_charge": [-1.165, -0.449, -0.645, -0.978, -0.845, -0.433, -0.391, -1.051, 1.165, -1.266, -0.739, -0.521, -1.042, -0.922, -0.581, -1.204, -0.419, -0.507, 0.666, -1.000, -0.390, -0.692, -0.400, -0.472, -0.056, -0.190, -0.234, -0.479, -0.331, -0.970, 0.362, -0.990, -0.559, 0.295, 0.309, 0.342, 0.326, 0.337, 0.397, 0.371, 0.256, 0.441, 0.420, 0.401, 0.630, 0.054, 0.167, 0.316, 0.397, 0.367, 0.400, 0.573, 0.455, 0.342, 0.461, 0.309, 0.482, 0.319, 0.508, 0.401, 0.490, 0.487, 0.330, 0.424, 0.237, 0.410, 0.180, 0.360, 0.004, -0.274, 0.436, 0.376, 0.309, 0.212, 0.332, 0.287, 0.273, 0.251, 0.417, 0.304, -0.080, 0.344, 0.292, 0.361, 0.497, 0.528, 0.338, 0.309, 0.008, 0.270, -0.802, 0.953, 0.074, -0.194, -0.283, -0.182, -0.357, -0.410, 0.700, 0.163, -0.075, -0.253, -0.243, -0.312, 0.390, 0.370, 0.210, 0.231, -0.843, 0.910, 0.501, -0.256, -0.287, -0.287, -0.328, -0.427, 0.824, 0.159, -0.196, -0.257, -0.272, -0.309, 0.445, 0.367, -0.053, 0.262, -0.738, 0.853, 0.107, -0.214, -0.268, -0.267, -0.335, -0.347, 0.738, 0.258, -0.218, -0.263, -0.282, -0.318, 0.417, 0.342, 0.299, 0.242], "lumo_energy_ev": -3.5, "homo_ev": -10.556, "total_energy_ha": -4670.5018, "total_charge": 1}

No. 3
{"formula": "C41H72BN8O7P4SSc", "method": "the ωB97M-V functional and the def2-TZVPD basis", "species": ["Sc", "C", "P", "C", "C", "C", "P", "C", "C", "H", "H", "H", "H", "H", "H", "H", "H", "H", "H", "H", "H", "H", "H", "H", "H", "C", "N", "C", "P", "O", "O", "P", "O", "N", "C", "C", "N", "C", "C", "N", "C", "C", "H", "H", "H", "H", "H", "H", "H", "H", "H", "H", "H", "H", "H", "H", "H", "H", "H", "H", "H", "H", "H", "H", "H", "H", "C", "O", "C", "C", "C", "C", "C", "C", "N", "C", "C", "C", "C", "C", "C", "C", "O", "H", "H", "H", "H", "H", "H", "H", "H", "H", "H", "H", "H", "H", "C", "N", "C", "N", "S", "H", "H", "H", "H", "H", "H", "N", "C", "H", "C", "C", "C", "C", "C", "C", "C", "C", "O", "B", "O", "C", "C", "H", "H", "H", "H", "H", "H", "H", "H", "H", "H", "H", "H"], "xyz": [[-0.33, -0.16, -0.03], [2.49, -2.63, 1.48], [1.35, -1.30, 1.99], [2.34, -0.31, 3.16], [0.27, -2.21, 3.17], [-0.64, -3.17, 2.42], [-1.78, -2.26, 1.29], [-3.02, -1.72, 2.51], [-2.57, -3.71, 0.50], [2.84, -3.18, 2.36], [3.34, -2.20, 0.97], [1.99, -3.32, 0.80], [2.64, -0.94, 4.00], [1.75, 0.53, 3.53], [3.24, 0.08, 2.69], [-0.30, -1.48, 3.74], [0.92, -2.75, 3.87], [-1.24, -3.77, 3.11], [-0.05, -3.88, 1.83], [-3.41, -2.58, 3.07], [-3.83, -1.19, 2.00], [-2.55, -1.02, 3.21], [-2.89, -4.42, 1.27], [-1.83, -4.21, -0.14], [-3.42, -3.42, -0.11], [2.69, -2.18, -2.53], [1.48, -2.30, -3.35], [1.73, -2.43, -4.79], [0.00, -1.98, -2.82], [-0.01, -1.73, -1.33], [-0.56, -0.65, -3.58], [-1.25, 0.72, -3.12], [-1.25, 0.89, -1.63], [-2.76, 0.58, -3.74], [-2.90, 0.19, -5.15], [-3.64, 1.68, -3.37], [-0.42, 1.92, -3.84], [0.02, 3.11, -3.11], [0.22, 1.75, -5.15], [-0.99, -3.12, -3.43], [-2.45, -2.95, -3.34], [-0.59, -4.53, -3.33], [3.31, -3.06, -2.69], [2.42, -2.12, -1.48], [3.24, -1.28, -2.79], [2.37, -3.30, -4.97], [2.24, -1.54, -5.16], [0.80, -2.56, -5.33], [-2.19, -0.59, -5.41], [-2.75, 1.04, -5.82], [-3.91, -0.19, -5.31], [-3.66, 1.79, -2.28], [-4.65, 1.45, -3.71], [-3.34, 2.63, -3.84], [-0.53, 3.21, -2.18], [-0.16, 3.99, -3.72], [1.09, 3.05, -2.88], [-0.04, 0.79, -5.59], [1.30, 1.80, -5.04], [-0.11, 2.54, -5.83], [-2.73, -1.90, -3.33], [-2.84, -3.40, -2.43], [-2.91, -3.43, -4.21], [0.48, -4.63, -3.40], [-1.05, -5.08, -4.15], [-0.93, -4.97, -2.39], [-3.41, 4.86, 0.81], [-3.29, 3.73, 1.67], [-4.24, 2.78, 1.64], [-5.29, 2.78, 0.72], [-6.32, 1.86, 0.83], [-6.32, 0.92, 1.85], [-5.27, 0.90, 2.74], [-4.21, 1.80, 2.63], [-3.29, 1.77, 3.72], [-2.07, 2.22, 3.96], [-1.01, 2.64, 3.13], [-0.18, 3.64, 3.70], [0.77, 4.29, 2.97], [0.93, 3.93, 1.62], [0.21, 2.91, 1.06], [-0.72, 2.16, 1.81], [-1.20, 1.03, 1.37], [-2.62, 5.54, 1.11], [-4.38, 5.34, 0.94], [-3.27, 4.57, -0.23], [-5.32, 3.53, -0.05], [-7.14, 1.91, 0.13], [-7.14, 0.23, 1.97], [-5.26, 0.18, 3.55], [-3.75, 1.44, 4.56], [-1.88, 2.31, 5.02], [-0.36, 3.93, 4.73], [1.37, 5.07, 3.41], [1.66, 4.45, 1.01], [0.38, 2.61, 0.03], [-7.59, -1.74, -2.32], [-6.28, -1.17, -2.06], [-5.50, -1.45, -1.00], [-5.99, -2.36, -0.12], [-4.00, -0.72, -0.79], [-7.99, -1.27, -3.21], [-8.28, -1.53, -1.50], [-7.54, -2.82, -2.49], [-5.87, -0.53, -2.71], [-6.92, -2.73, -0.19], [-5.49, -2.50, 0.74], [1.99, 0.88, -1.98], [1.73, 0.69, -0.73], [1.18, 0.71, -2.58], [9.41, 1.18, 2.91], [8.34, 0.09, 2.75], [8.08, -0.56, 4.11], [8.90, -0.97, 1.79], [7.03, 0.67, 2.23], [6.60, 1.94, 2.64], [5.39, 2.50, 2.23], [4.61, 1.73, 1.40], [3.36, 2.01, 0.86], [3.04, 0.90, 0.11], [4.03, -0.07, 0.18], [5.01, 0.48, 0.99], [6.20, -0.08, 1.38], [10.36, 0.73, 3.18], [9.16, 1.89, 3.71], [9.55, 1.74, 1.99], [9.00, -0.98, 4.52], [7.35, -1.36, 4.03], [7.70, 0.17, 4.83], [9.89, -1.27, 2.13], [8.99, -0.59, 0.78], [8.28, -1.87, 1.78], [7.23, 2.52, 3.29], [5.08, 3.48, 2.56], [6.48, -1.06, 1.03]], "mulliken_charge": [-1.942, -1.552, 1.605, -0.851, -0.942, -1.453, 1.534, -0.734, -0.856, 0.575, 0.262, 0.332, 0.588, 0.160, 0.087, 0.215, 0.698, 0.661, 0.372, 0.588, -0.431, 0.220, 0.576, 0.198, -0.070, -1.023, 0.649, -1.162, -0.504, 0.657, 0.158, -1.641, 0.584, 0.706, -1.061, -1.212, 0.672, -0.852, -1.017, 0.367, -0.367, -0.907, 0.461, -0.005, 0.331, 0.373, 0.309, 0.338, 0.264, 0.358, 0.380, 0.266, 0.398, 0.315, 0.062, 0.456, 0.354, 0.256, 0.357, 0.337, -0.238, 0.180, 0.340, 0.343, 0.355, 0.188, -1.072, -0.312, 0.915, -0.516, -0.923, -0.772, -0.675, 0.437, 0.237, -0.712, 0.762, -1.064, -1.436, -0.745, -0.432, 1.915, -0.020, 0.271, 0.455, 0.322, 0.533, 0.489, 0.489, 0.256, 0.410, 0.517, 0.481, 0.465, 0.521, 0.100, -1.222, -0.153, -0.181, -0.197, 0.291, 0.372, 0.363, 0.351, 0.181, 0.225, 0.184, -0.676, 1.113, -0.309, -1.759, 1.997, -1.649, -1.877, 0.698, -0.417, -1.962, 1.107, -0.289, 0.682, -0.509, 0.632, -1.315, 0.445, 0.389, 0.417, 0.428, 0.366, 0.382, 0.461, 0.419, 0.299, 0.269, 0.504, 0.383], "lumo_energy_ev": -5.1, "homo_ev": -11.568, "de_lowest_kcal_mol": 7.9, "total_energy_ha": -5119.3940, "total_charge": 2}